Below is a cluster of 3 separate species, C2H7N3O2 in total, with properties calculated with wB97M-V/def2-TZVPD.

Positions of all 14 atoms, in Å:
1 O 1.944 -1.653 -0.663
2 O 4.349 -0.196 0.304
3 N -0.402 0.098 -0.429
4 N 3.422 0.490 0.326
5 N 2.554 1.204 0.376
6 C 0.134 1.188 -0.730
7 C -0.966 0.049 0.919
8 H 0.193 2.048 -0.169
9 H 0.635 1.068 -1.770
10 H -1.157 1.022 1.592
11 H -0.554 -0.751 1.603
12 H 2.149 -2.542 -1.139
13 H -1.889 -0.491 0.678
14 H 1.056 -1.301 -0.721

The value obtained for the energy above the lowest of the compared OMol25 structures with the same formula, charge and spin is 112.5 kcal per mole. As for the SMILES: N#[N+][O-].C=NC.O. The LUMO energy is 0.965 eV. The value obtained for the HOMO energy is -10.341 eV.

So, what does the Löwdin scheme give us? The charges, in e, come out as:
1 O -0.115
2 O 0.118
3 N -0.115
4 N -0.304
5 N 0.241
6 C -0.132
7 C -0.168
8 H 0.034
9 H 0.108
10 H 0.120
11 H 0.083
12 H 0.099
13 H 0.060
14 H -0.029


Below is an isolated molecule of C2H7N3O2, with properties calculated with wB97M-V/def2-TZVPD.

Positions of all 14 atoms, in Å:
1 O 1.988 -1.229 -0.920
2 O 3.877 0.237 0.281
3 N 2.613 0.492 0.403
4 N 1.710 -0.252 -0.184
5 N 0.402 0.263 0.016
6 C -0.426 0.024 -1.136
7 C -0.333 -0.379 1.191
8 H -1.204 0.309 1.451
9 H -0.492 -1.419 1.079
10 H 2.398 1.228 1.038
11 H -0.405 -0.934 -1.452
12 H -1.429 0.057 -0.753
13 H -0.265 0.774 -1.893
14 H 0.420 -0.316 2.055

The value obtained for the energy above the lowest of the compared OMol25 structures with the same formula, charge and spin is 175.2 kcal per mole. The LUMO energy (alpha / beta) is 0.431 / 0.451 eV. The value obtained for the HOMO energy (alpha / beta) is -8.486 / -8.710 eV.

So, what does the Löwdin scheme give us? The charges, in e, come out as:
1 O 0.024
2 O -0.075
3 N -0.060
4 N -0.269
5 N -0.162
6 C -0.080
7 C -0.045
8 H 0.113
9 H 0.066
10 H 0.164
11 H 0.048
12 H 0.081
13 H 0.098
14 H 0.098


Below is a cluster of 2 separate species, C2H7N3O3 in total, with properties calculated with wB97M-V/def2-TZVPD.

Positions of all 15 atoms, in Å:
1 O -0.691 1.236 -1.223
2 O 1.283 0.129 1.215
3 O 0.770 -0.381 -1.861
4 N 0.552 0.726 2.301
5 N -1.540 0.495 1.446
6 N -0.654 0.635 2.394
7 C 0.209 -1.474 -1.149
8 C 0.389 0.904 -1.625
9 H 0.759 -2.355 -1.475
10 H 2.200 0.197 1.503
11 H -0.853 -1.566 -1.386
12 H -2.491 0.712 1.694
13 H -1.285 0.556 0.464
14 H 0.311 -1.368 -0.068
15 H 1.041 1.555 -2.230

The value obtained for the energy above the lowest of the compared OMol25 structures with the same formula, charge and spin is 108.5 kcal per mole. As for the SMILES: N/N=N\O.COC=O. The LUMO energy is 0.756 eV. The value obtained for the HOMO energy is -8.783 eV.

So, what does the Löwdin scheme give us? The charges, in e, come out as:
1 O 0.051
2 O -0.096
3 O -0.080
4 N -0.061
5 N 0.064
6 N -0.117
7 C -0.071
8 C -0.323
9 H 0.094
10 H 0.082
11 H 0.094
12 H 0.098
13 H 0.051
14 H 0.063
15 H 0.151


Below is an isolated molecule of C2H7N3O3, with properties calculated with wB97M-V/def2-TZVPD.

Positions of all 15 atoms, in Å:
1 O 0.565 -0.930 1.392
2 O -2.014 -1.008 0.434
3 O 0.996 -1.482 -0.771
4 N 1.386 0.736 -0.053
5 N 0.690 2.019 -0.041
6 N -1.335 0.274 -1.273
7 C 0.471 -0.508 0.091
8 C -1.084 -0.440 -0.327
9 H 0.005 2.167 -0.710
10 H 1.892 0.916 -0.894
11 H -2.383 0.330 -1.405
12 H 0.883 -0.095 1.805
13 H -1.608 -1.649 1.083
14 H 0.309 2.027 0.914
15 H 1.226 -2.359 -0.245

The value obtained for the energy above the lowest of the compared OMol25 structures with the same formula, charge and spin is 75.3 kcal per mole. As for the SMILES: [H]/N=C(\O)C(O)(O)NN. The LUMO energy is 0.472 eV. The value obtained for the HOMO energy is -9.214 eV.

So, what does the Löwdin scheme give us? The charges, in e, come out as:
1 O 0.031
2 O 0.088
3 O 0.000
4 N -0.004
5 N -0.004
6 N 0.163
7 C -0.549
8 C -0.465
9 H 0.021
10 H 0.099
11 H 0.106
12 H 0.125
13 H 0.139
14 H 0.075
15 H 0.175


Below is an isolated molecule of C2H7N3OS, with properties calculated with wB97M-V/def2-TZVPD.

Positions of all 14 atoms, in Å:
1 S -2.885 0.174 0.302
2 O 1.175 -1.432 -1.257
3 N 0.012 -0.520 -1.139
4 N 0.897 0.468 0.757
5 N 1.933 0.809 -0.275
6 C -1.274 -0.420 1.046
7 C -0.099 -0.152 0.244
8 H -2.520 1.418 0.020
9 H -0.698 -1.244 -1.298
10 H 2.680 1.332 0.293
11 H 1.445 1.601 -0.957
12 H 1.910 -0.695 -0.931
13 H -1.506 -1.537 1.240
14 H -1.070 0.199 1.957

The value obtained for the energy above the lowest of the compared OMol25 structures with the same formula, charge and spin is 69.6 kcal per mole. As for the SMILES: N/N=C(/CS)NO. The LUMO energy is 0.593 eV. The value obtained for the HOMO energy is -9.212 eV.

So, what does the Löwdin scheme give us? The charges, in e, come out as:
1 S 0.685
2 O -0.156
3 N -0.028
4 N 0.027
5 N -0.060
6 C -0.473
7 C -0.512
8 H -0.157
9 H 0.106
10 H 0.110
11 H 0.169
12 H 0.090
13 H 0.112
14 H 0.086


Below is the ion C2H7N3P with charge +1, with properties calculated with wB97M-V/def2-TZVPD.

Positions of all 13 atoms, in Å:
1 P 1.927 -0.749 -0.117
2 N 0.436 -1.440 -0.056
3 N -1.779 -1.351 0.097
4 N -0.613 -0.832 -0.080
5 C -0.271 1.234 -0.397
6 C 1.129 1.172 0.031
7 H -0.269 1.419 -1.471
8 H 1.935 -0.823 1.228
9 H 1.915 1.568 -0.744
10 H -2.551 -0.844 -0.147
11 H -1.972 -2.421 0.244
12 H 1.176 1.489 1.125
13 H -1.062 1.577 0.287

The value obtained for the energy above the lowest of the compared OMol25 structures with the same formula, charge and spin is 125.9 kcal per mole. The LUMO energy is -4.835 eV. Its net charge is +1. The value obtained for the HOMO energy is -14.282 eV.

So, what does the Löwdin scheme give us? The charges, in e, come out as:
1 P 0.978
2 N -0.256
3 N 0.140
4 N -0.186
5 C 0.043
6 C -0.335
7 H 0.094
8 H -0.074
9 H 0.104
10 H 0.085
11 H 0.206
12 H 0.100
13 H 0.102


Below is a cluster of 2 separate species, C2H7N3S in total, with properties calculated with wB97M-V/def2-TZVPD.

Positions of all 13 atoms, in Å:
1 S -0.701 2.070 -2.186
2 N 1.027 0.067 -1.522
3 N -0.512 0.902 0.058
4 N 0.304 0.366 1.159
5 C -0.130 -0.980 1.427
6 C 0.056 1.081 -1.178
7 H 0.159 -1.154 -1.206
8 H 0.723 -0.179 -2.479
9 H -0.948 1.667 0.499
10 H -1.199 -0.919 1.854
11 H 0.353 -1.422 2.237
12 H 1.321 0.188 0.662
13 H -0.452 -1.685 0.675

The value obtained for the energy above the lowest of the compared OMol25 structures with the same formula, charge and spin is 99.3 kcal per mole. The LUMO energy is -0.745 eV. The value obtained for the HOMO energy is -8.839 eV.

So, what does the Löwdin scheme give us? The charges, in e, come out as:
1 S 0.670
2 N 0.013
3 N -0.089
4 N -0.102
5 C -0.188
6 C -1.040
7 H 0.271
8 H 0.022
9 H 0.094
10 H 0.102
11 H 0.052
12 H 0.152
13 H 0.043


Below is the ion C2H7N4O with charge +1, with properties calculated with wB97M-V/def2-TZVPD.

Positions of all 14 atoms, in Å:
1 O 0.993 0.680 -0.367
2 N -1.380 0.032 -0.643
3 N -1.141 0.195 0.595
4 N 0.471 0.680 0.764
5 N -0.336 -0.589 -2.789
6 C 0.951 -0.229 1.788
7 C -0.736 -0.147 -1.642
8 H -1.715 0.685 1.302
9 H 1.903 0.064 2.026
10 H -0.590 -1.600 -2.951
11 H 1.002 -1.280 1.371
12 H 0.109 1.521 1.295
13 H 0.179 0.082 -3.460
14 H 0.290 -0.094 2.710

The value obtained for the energy above the lowest of the compared OMol25 structures with the same formula, charge and spin is 146.5 kcal per mole. As for the SMILES: C[N@@H+]([O-])NN=C=[NH2+]. The LUMO energy is -3.428 eV. Its net charge is +1. The value obtained for the HOMO energy is -14.215 eV.

So, what does the Löwdin scheme give us? The charges, in e, come out as:
1 O -0.037
2 N 0.095
3 N 0.054
4 N -0.283
5 N 0.193
6 C 0.009
7 C -0.106
8 H 0.164
9 H 0.069
10 H 0.178
11 H 0.136
12 H 0.197
13 H 0.198
14 H 0.134


Below is the ion C2H7N4O2 with charge +1, with properties calculated with wB97M-V/def2-TZVPD.

Positions of all 15 atoms, in Å:
1 O 2.719 -0.336 1.684
2 O 0.826 0.760 1.870
3 N 0.432 1.262 -1.212
4 N 1.564 -0.309 1.411
5 N -0.497 0.636 1.503
6 N -0.609 0.416 -0.962
7 C 0.754 -1.227 0.819
8 C -0.753 -0.198 0.312
9 H 0.504 1.532 -2.179
10 H -1.572 -0.840 0.472
11 H 1.445 -1.713 0.223
12 H -1.341 0.237 -1.619
13 H 0.234 -1.916 1.493
14 H -0.888 1.490 1.367
15 H 0.454 1.984 -0.555

The value obtained for the energy above the lowest of the compared OMol25 structures with the same formula, charge and spin is 189.3 kcal per mole. As for the SMILES: NN[C@H]1C[N+](=O)ON1. The LUMO energy (alpha / beta) is -6.060 / -6.063 eV. Its net charge is +1. The value obtained for the HOMO energy (alpha / beta) is -13.211 / -13.209 eV.

So, what does the Löwdin scheme give us? The charges, in e, come out as:
1 O 0.242
2 O 0.080
3 N 0.077
4 N -0.208
5 N 0.058
6 N -0.063
7 C 0.057
8 C -0.107
9 H 0.121
10 H 0.136
11 H 0.117
12 H 0.149
13 H 0.164
14 H 0.104
15 H 0.074


Number 1: strongest force on any atom 5.39 eV Å⁻¹, total energy -395.02570 Ha. Number 2: strongest force on any atom 4.20 eV Å⁻¹, total energy -394.92582 Ha. Number 3: strongest force on any atom 3.24 eV Å⁻¹, total energy -470.26627 Ha. Number 4: strongest force on any atom 4.85 eV Å⁻¹, total energy -470.31927 Ha. Number 5: strongest force on any atom 3.79 eV Å⁻¹, total energy -717.96506 Ha. Number 6: strongest force on any atom 5.00 eV Å⁻¹, total energy -585.62103 Ha. Number 7: strongest force on any atom 5.62 eV Å⁻¹, total energy -642.69436 Ha. Number 8: strongest force on any atom 3.03 eV Å⁻¹, total energy -374.21611 Ha. Number 9: strongest force on any atom 5.37 eV Å⁻¹, total energy -449.36476 Ha.